Below is a 17-piece molecular cluster, C43H118N2O17 overall, with properties calculated with ωB97M-V/def2-TZVPD.

Atoms and positions in Å:
C  0.5183  -0.4725  -1.6710
C  0.0965  0.5029  -0.6214
C  -0.0396  1.8525  -1.3406
C  -0.8811  2.8000  -0.5764
C  -2.2771  2.2607  -0.3497
C  -2.2332  0.9852  0.5371
N  -1.2708  0.0493  -0.1640
O  -1.1581  -1.2098  0.5480
C  -1.9687  1.3846  1.9866
C  -3.6566  0.4372  0.4137
C  1.1170  0.5286  0.4943
H  0.6166  -1.4796  -1.2657
H  1.5358  -0.2261  -1.9745
H  -0.1628  -0.6153  -2.5099
H  0.9507  2.2825  -1.4909
H  -0.5485  1.7372  -2.2975
H  -0.8998  3.7769  -1.0596
H  -0.4190  2.9724  0.3957
H  -2.7480  2.0942  -1.3186
H  -2.9449  3.0007  0.0914
H  -2.1111  0.5445  2.6663
H  -0.9222  1.6355  2.1601
H  -2.5852  2.2071  2.3493
H  -4.4108  1.0523  0.9045
H  -3.8827  0.2717  -0.6397
H  -3.6599  -0.5308  0.9147
H  1.1732  -0.4214  1.0259
H  0.9042  1.2564  1.2773
H  2.0876  0.8154  0.0896
H  -0.9397  -0.9178  1.4360
C  3.4118  -7.3564  -0.2542
C  4.4327  -7.7473  0.8304
C  3.7127  -8.8384  1.7017
C  4.6890  -9.5516  2.7098
C  5.9232  -10.1123  1.9355
C  6.6283  -9.1045  1.0117
N  5.6005  -8.3248  0.2230
O  6.2308  -7.3928  -0.5626
C  7.5201  -8.1981  1.9427
C  7.6143  -9.9243  0.1691
C  4.7624  -6.5535  1.7089
H  3.0819  -8.2167  -0.8365
H  3.7042  -6.5376  -0.9115
H  2.4177  -7.1044  0.1152
H  2.9826  -8.3003  2.3064
H  3.1860  -9.6182  1.1517
H  4.1280  -10.3514  3.1932
H  4.9757  -8.9044  3.5387
H  5.7105  -11.0504  1.4228
H  6.6659  -10.3743  2.6891
H  8.4936  -8.6343  2.1664
H  7.7369  -7.3191  1.3358
H  7.0170  -7.9323  2.8724
H  8.3096  -9.2433  -0.3217
H  8.2077  -10.6214  0.7607
H  7.0715  -10.4807  -0.5950
H  5.3393  -6.7266  2.6174
H  3.8791  -5.9691  1.9665
H  5.4562  -5.8794  1.2066
H  6.1994  -7.7489  -1.4536
C  5.9642  4.9007  -3.2194
C  6.2604  3.4495  -3.3539
O  7.6507  3.4305  -3.5235
H  6.3249  5.4835  -4.0669
H  6.2488  5.3342  -2.2607
H  4.8847  5.0130  -3.1183
H  5.7923  3.0435  -4.2506
H  5.8955  2.9808  -2.4400
H  7.8356  3.4770  -4.4643
C  -3.1073  10.5978  1.7864
C  -3.2790  9.1255  1.4575
O  -3.6637  8.4404  2.6223
H  -2.9354  11.1878  0.8861
H  -2.2767  10.7981  2.4632
H  -4.0178  11.0191  2.2125
H  -2.3658  8.7182  1.0235
H  -4.0408  8.9177  0.7061
H  -2.9354  7.9578  3.0201
C  3.6022  2.7424  6.1404
C  4.3148  4.0850  6.3737
O  3.5657  5.1292  5.7843
H  4.0379  1.9010  6.6791
H  3.6106  2.4921  5.0795
H  2.5464  2.6980  6.4076
H  5.2467  4.0978  5.8085
H  4.4771  4.1860  7.4468
H  4.1184  5.9083  5.8800
C  -7.2489  0.8289  6.1992
C  -8.5025  0.4297  6.9674
O  -8.8718  1.3793  7.8577
H  -6.9503  0.1542  5.3969
H  -6.4475  0.9770  6.9231
H  -7.4016  1.7199  5.5902
H  -8.2820  -0.4893  7.5104
H  -9.3187  0.1065  6.3213
H  -9.1422  0.9287  8.6610
C  -6.9920  -3.3277  -3.3069
C  -5.5750  -3.8300  -2.9705
O  -4.5675  -2.8776  -3.4556
H  -7.1628  -3.6019  -4.3480
H  -7.1913  -2.2561  -3.3020
H  -7.7471  -3.8192  -2.6934
H  -5.4267  -4.7389  -3.5535
H  -5.3317  -3.8505  -1.9082
H  -3.8875  -2.8089  -2.7815
C  -4.5775  6.2432  -5.0430
C  -4.0585  7.0244  -6.2839
O  -4.6353  8.2971  -6.3385
H  -4.1209  6.7040  -4.1670
H  -4.1907  5.2280  -5.1320
H  -5.6640  6.2927  -5.1144
H  -4.3436  6.5261  -7.2105
H  -2.9798  7.1553  -6.1980
H  -4.2421  8.6386  -7.1449
C  -3.1687  1.3607  -8.9467
C  -3.5477  0.6857  -7.7170
O  -2.7706  -0.4204  -7.4179
H  -2.1687  1.7933  -8.9167
H  -3.8086  2.2106  -9.1840
H  -3.3048  0.6636  -9.7735
H  -4.5859  0.3538  -7.7229
H  -3.5020  1.4618  -6.9530
H  -3.1299  -0.8695  -6.6492
C  -9.9554  -2.6065  2.6689
C  -11.3395  -3.0746  2.1628
O  -12.3038  -2.3966  2.8795
H  -9.7026  -2.9410  3.6750
H  -9.8861  -1.5236  2.5652
H  -9.1715  -2.9060  1.9733
H  -11.3986  -4.1386  2.3921
H  -11.5023  -3.0116  1.0869
H  -13.1615  -2.6534  2.5331
C  3.7661  -0.7785  -7.5839
C  2.3453  -0.8172  -8.0007
O  1.6928  -2.0181  -7.6489
H  4.2502  0.1904  -7.7061
H  4.3766  -1.5212  -8.0975
H  3.9445  -1.0649  -6.5474
H  2.3296  -0.7930  -9.0903
H  1.7900  0.0094  -7.5573
H  0.7913  -1.7672  -7.4347
C  7.1573  -1.5096  4.5302
C  7.7544  -2.6006  5.3483
O  6.7800  -3.0637  6.2617
H  6.2873  -1.8702  3.9815
H  7.8165  -1.1660  3.7331
H  6.8409  -0.5873  5.0173
H  8.6759  -2.2836  5.8367
H  7.9959  -3.3991  4.6467
H  7.0624  -3.8253  6.7733
C  -1.4213  5.1577  6.3864
O  -0.7796  5.8320  5.3342
H  -0.9601  5.1516  7.3740
H  -2.4474  5.5253  6.3947
H  -1.4521  4.0905  6.1665
H  0.1475  5.5828  5.3378
C  2.5381  5.0386  -7.3553
O  1.3513  5.1957  -8.0943
H  2.4769  4.1488  -6.7286
H  3.4616  5.0682  -7.9335
H  2.5410  5.9104  -6.7011
H  1.4250  6.0281  -8.5667
C  -8.1784  6.4712  0.1690
O  -7.7526  5.9352  1.4128
H  -8.1196  7.5594  0.1929
H  -7.7239  6.0237  -0.7148
H  -9.2220  6.2107  -0.0073
H  -6.9814  6.4221  1.7123
C  -0.8871  -3.4133  5.4370
O  0.1154  -2.5107  4.9850
H  -0.5083  -4.3852  5.7533
H  -1.3282  -2.8797  6.2789
H  -1.6126  -3.4689  4.6253
H  0.8034  -2.4933  5.6543
C  7.7643  -0.9255  -1.3465
O  8.9319  -0.0820  -1.0362
H  6.8477  -0.6784  -0.8108
H  7.5039  -0.9275  -2.4049
H  8.0466  -1.9655  -1.1828
H  8.9070  0.6499  -1.6570

Force components x, y, z for each atom (eV/Å):
C 0.88 -1.67 -0.06
C -1.46 -0.03 -0.03
C -0.21 -0.23 0.13
C -0.29 1.25 1.07
C 0.50 0.15 0.00
C -0.61 1.04 -1.65
N -0.69 0.21 0.30
O -0.23 1.19 -0.47
C 1.06 -0.72 0.42
C 0.59 -1.28 0.32
C 0.23 0.46 0.61
H -0.03 -0.07 0.33
H -0.06 0.18 -0.50
H 0.01 0.64 -0.03
H 0.11 -0.17 -0.20
H 0.33 -0.39 -0.27
H -0.10 0.07 -0.13
H 0.06 0.19 0.22
H 0.09 -0.59 -0.14
H 0.17 0.05 0.45
H -0.38 -0.19 0.05
H 0.00 0.38 -0.14
H -0.09 -0.06 -0.29
H 0.17 0.25 -0.14
H -0.17 0.07 0.09
H -0.29 -0.19 -0.02
H 0.23 -0.17 -0.35
H -0.18 0.24 -0.14
H 0.14 -0.29 0.03
H 0.22 -0.33 0.55
C -0.59 -0.17 -0.35
C -1.42 -0.80 1.05
C 1.33 0.20 1.28
C -0.28 0.00 -1.50
C -0.55 0.35 0.98
C -0.03 0.17 1.88
N 0.82 -2.93 0.11
O 0.94 1.24 -0.76
C -0.46 0.29 -1.08
C -0.56 0.80 -0.94
C 0.55 1.17 0.20
H 0.83 -0.28 -0.41
H 0.27 -0.13 0.03
H 0.22 0.55 0.87
H -0.26 0.00 -0.13
H 0.15 0.21 -0.45
H 0.10 -0.24 -0.09
H 0.21 0.29 -0.24
H -0.41 0.11 -0.24
H 0.16 -0.18 0.01
H -0.17 -0.36 0.05
H 0.01 0.36 0.33
H 0.09 0.08 -0.11
H 0.09 -0.06 -0.17
H -0.24 0.12 0.24
H 0.03 -0.11 -0.08
H -0.45 -0.67 0.18
H -0.08 -0.09 0.02
H -0.25 0.14 -0.54
H -0.05 -0.02 -0.13
C -2.11 0.96 0.50
C 0.01 1.31 -0.37
O 1.47 -1.44 0.30
H 0.00 0.05 0.16
H 0.88 -0.16 -0.15
H -0.44 0.23 -0.55
H -0.38 -0.28 0.22
H 0.51 -0.67 -0.16
H 0.07 -0.03 0.06
C -0.27 0.46 -0.64
C 0.38 0.25 -0.01
O -0.37 -0.68 0.57
H 0.17 -0.05 -0.20
H -0.03 -0.25 0.07
H -0.03 -0.22 0.22
H 0.25 -0.05 0.12
H -0.22 0.41 -0.02
H 0.12 0.09 -0.10
C -0.12 -0.08 -0.52
C -0.33 -1.33 -0.57
O -0.51 0.33 0.42
H 0.42 0.21 0.03
H 0.17 0.00 -0.08
H -0.05 0.62 0.28
H 0.48 -0.50 0.52
H 0.09 0.47 0.06
H -0.21 0.28 -0.14
C -0.32 0.37 -0.47
C 1.01 -2.53 -1.54
O -0.70 1.85 1.63
H -0.01 -0.72 0.48
H 0.15 0.10 -0.28
H -0.14 0.53 0.54
H 0.34 -0.34 0.07
H -0.22 0.42 -0.48
H -0.11 0.33 0.04
C 0.24 -0.31 -0.49
C 0.62 2.01 -0.43
O -0.61 -0.21 -0.30
H -0.25 -0.15 -0.03
H 0.55 0.07 0.55
H 0.05 -0.10 -0.01
H 0.12 -0.37 0.71
H -0.70 -0.91 0.07
H 0.01 0.01 -0.07
C 0.88 0.81 -1.63
C -0.12 -1.03 0.98
O -0.23 0.81 -0.05
H -0.56 -0.02 0.20
H -0.29 -0.12 0.14
H 0.06 -0.20 0.60
H 0.33 -0.55 -0.01
H 0.26 -0.41 -0.22
H -0.33 0.71 -0.01
C 0.26 0.32 -2.08
C -1.65 0.68 1.81
O 1.31 -0.80 -0.05
H 0.20 -0.42 -0.04
H -0.31 -0.04 0.32
H 0.49 0.08 -0.30
H -0.36 0.21 -0.35
H 0.12 -0.08 0.70
H -0.04 0.03 0.03
C -0.23 0.44 -1.45
C 1.69 -1.10 0.52
O -1.13 0.84 0.51
H -0.27 0.09 -0.09
H -0.26 0.18 0.54
H 0.03 -0.59 0.07
H -0.05 -0.40 -0.03
H 0.38 0.47 -0.20
H -0.16 0.08 0.14
C 1.57 -0.67 0.88
C -0.47 0.16 -0.60
O -0.07 -0.45 0.59
H -0.24 0.10 -0.27
H -0.10 0.04 -0.47
H -0.50 0.19 0.33
H -0.19 0.66 -0.19
H 0.07 0.30 -0.26
H -0.11 -0.31 0.00
C -0.61 0.97 -1.16
C 0.14 -0.46 -0.15
O -0.56 0.25 0.40
H -0.18 -0.20 0.18
H 0.43 -0.20 0.08
H 0.09 -0.24 0.61
H 0.05 0.05 0.21
H 0.29 -0.21 -0.01
H 0.34 0.03 -0.18
C -0.60 -1.12 -0.29
O 0.49 0.47 0.14
H 0.19 0.92 0.07
H 0.13 0.00 0.37
H -0.31 -0.29 -0.23
H 0.15 0.03 -0.09
C -0.14 1.04 0.89
O -0.29 -0.57 -0.79
H -0.02 -0.05 -0.30
H -0.05 -0.33 -0.27
H 0.64 -0.08 0.55
H -0.13 -0.01 -0.08
C -0.67 -0.03 0.03
O -0.11 -0.21 -0.28
H 0.16 0.01 -0.37
H 0.82 0.19 0.12
H -0.23 0.05 0.57
H 0.06 0.00 -0.05
C -0.12 1.26 0.23
O 0.61 -0.32 -0.43
H -0.01 -0.07 -0.22
H -0.63 -0.60 0.27
H 0.03 -0.36 0.18
H 0.12 0.11 -0.05
C 1.03 0.04 -0.40
O -1.55 -0.94 -0.34
H 0.28 0.20 0.39
H 0.17 0.45 -0.20
H 0.03 0.13 0.52
H 0.02 0.16 0.02

The calculation puts the total energy at -84281.20486 eV. The HOMO-LUMO gap comes out at 8.4 eV.

***

Below is C44H34CdN10O4S2 as an isolated structure, with properties calculated with ωB97M-V/def2-TZVPD.

Atoms and positions in Å:
Cd  1.1735  0.2389  -0.3601
O  -1.9968  0.9434  3.4677
C  -1.3883  0.4753  2.5110
O  -1.1374  1.0291  1.3720
C  -0.8860  -0.9528  2.5661
C  -0.3863  -1.4648  3.7846
C  0.0981  -2.7369  3.7866
C  0.0379  -3.5105  2.5996
C  0.5382  -4.8305  2.5172
C  0.4315  -5.5375  1.3522
C  -0.1853  -4.9637  0.2210
C  -0.6674  -3.6866  0.2681
C  -0.5468  -2.9282  1.4538
N  -0.9796  -1.6353  1.4458
H  -0.3907  -0.8393  4.6637
H  0.5247  -3.1711  4.6828
H  1.0072  -5.2654  3.3914
H  0.8267  -6.5432  1.2894
H  -0.2539  -5.5314  -0.6968
H  -1.0970  -3.2111  -0.6039
C  4.2157  -0.2817  -3.7074
C  3.4856  0.4430  -2.6236
N  2.2044  -0.0911  -2.3297
C  1.5118  -0.6326  -3.3140
C  2.0816  -1.0862  -4.5203
C  3.5174  -0.9699  -4.6213
C  1.2770  -1.6812  -5.5063
C  -0.0810  -1.7871  -5.3753
C  -0.7054  -1.2704  -4.2092
C  -2.1063  -1.1971  -4.0669
C  -2.6490  -0.5727  -2.9762
C  -1.7832  -0.0727  -1.9919
N  -0.4770  -0.1804  -2.0626
C  0.0771  -0.7337  -3.1646
H  5.2924  -0.1949  -3.7691
H  4.0761  0.5168  -1.6998
H  4.0235  -1.4735  -5.4369
H  1.7620  -2.0556  -6.4011
H  -0.6932  -2.2335  -6.1468
H  -2.7380  -1.6069  -4.8450
H  -3.7171  -0.4457  -2.8652
H  -2.1753  0.4437  -1.1266
N  2.5150  4.4549  0.9398
C  1.9410  4.1611  2.1625
C  1.7649  4.9187  3.3144
C  1.2295  4.2637  4.4032
C  0.9163  2.8977  4.3563
C  1.0885  2.1559  3.2090
C  1.5569  2.8167  2.0736
N  1.8478  2.3319  0.8005
C  2.4404  3.3307  0.1860
C  3.0621  3.1754  -1.1310
C  4.3781  3.5362  -1.4489
S  4.7990  2.9195  -2.9889
C  3.2264  1.9874  -3.0245
N  2.3796  2.4916  -2.0128
H  2.9131  5.3269  0.6414
H  2.0478  5.9609  3.3629
H  1.0726  4.8094  5.3239
H  0.5388  2.4154  5.2471
H  0.9281  1.0922  3.1785
H  5.0768  4.0545  -0.8158
H  2.7763  1.9995  -4.0176
C  3.8661  -4.7922  -0.7465
N  3.4059  -3.6729  0.0525
C  3.9625  -3.4096  1.2621
C  3.5957  -2.3562  2.0158
C  2.6114  -1.4504  1.4545
O  2.2664  -0.3833  1.9998
N  2.0453  -1.7704  0.2701
C  2.3661  -2.8666  -0.4563
O  1.8022  -3.1845  -1.4934
H  4.1587  -5.6110  -0.0899
H  4.7153  -4.5067  -1.3725
H  3.0512  -5.1079  -1.3927
H  4.7226  -4.1122  1.5832
H  4.0326  -2.1602  2.9804
N  -3.6173  -0.1296  0.7710
C  -3.9368  1.1678  0.8093
S  -2.7414  2.3450  0.6519
N  -5.2312  1.4051  1.1016
C  -6.0474  2.5468  0.8854
C  -7.4124  2.3722  1.1157
C  -8.2967  3.4145  0.9185
C  -7.8336  4.6490  0.4837
C  -6.4802  4.8189  0.2594
C  -5.5786  3.7837  0.4612
H  -2.6759  -0.4202  0.5113
H  -4.3339  -0.8347  0.7632
H  -5.7516  0.5924  1.3924
H  -7.7798  1.4086  1.4488
H  -9.3501  3.2587  1.1054
H  -8.5225  5.4663  0.3248
H  -6.1022  5.7771  -0.0705
H  -4.5306  3.9474  0.2880

Force components x, y, z for each atom (eV/Å):
Cd 0.07 0.17 0.08
O 0.35 -0.18 -0.65
C -0.52 -0.08 0.87
O 0.32 0.03 -0.57
C 0.01 -0.10 -0.26
C 0.01 -0.18 -0.18
C -0.03 0.01 -0.09
C 0.03 -0.01 0.08
C -0.01 0.00 -0.02
C 0.04 -0.02 0.06
C -0.10 0.08 0.00
C 0.05 -0.07 0.02
C -0.11 0.01 0.01
N -0.01 0.12 0.40
H 0.01 0.06 0.02
H 0.02 -0.02 0.00
H 0.01 -0.02 0.01
H -0.01 -0.02 0.02
H 0.02 0.01 -0.03
H 0.02 0.01 -0.01
C -0.08 -0.05 -0.08
C 0.12 0.12 -0.03
N 0.15 -0.23 0.28
C -0.01 -0.12 -0.08
C -0.04 0.12 0.10
C 0.05 0.02 0.05
C -0.14 -0.04 -0.01
C 0.10 -0.02 0.02
C -0.05 -0.01 -0.07
C 0.04 0.02 0.09
C 0.10 -0.01 0.01
C -0.13 -0.11 0.13
N -0.05 0.13 0.19
C 0.05 -0.01 -0.18
H 0.05 -0.03 0.05
H 0.04 -0.04 -0.09
H 0.02 -0.01 -0.03
H 0.00 -0.02 -0.03
H 0.00 0.01 -0.04
H -0.01 0.00 -0.04
H -0.02 -0.02 0.01
H 0.09 0.04 -0.12
N 0.01 -0.15 0.02
C -0.05 -0.08 0.05
C 0.02 -0.01 -0.01
C -0.01 0.04 0.07
C 0.00 -0.02 0.00
C -0.01 0.09 -0.12
C 0.11 -0.01 0.16
N 0.03 0.12 -0.21
C -0.05 -0.04 0.00
C -0.03 -0.02 -0.15
C -0.14 -0.11 -0.02
S 0.12 0.14 0.00
C -0.10 0.02 -0.03
N 0.00 0.16 0.00
H -0.01 0.02 -0.01
H 0.01 0.04 0.00
H 0.00 0.01 0.01
H -0.02 -0.02 0.02
H -0.03 -0.05 0.01
H 0.07 0.02 0.03
H 0.03 0.01 0.00
C -0.02 -0.07 -0.07
N -0.11 -0.02 -0.09
C 0.04 0.09 0.22
C -0.05 -0.06 -0.13
C 0.05 0.00 0.28
O 0.01 -0.02 -0.04
N -0.09 0.22 -0.05
C -0.11 -0.11 -0.20
O 0.18 0.05 0.00
H 0.01 0.00 -0.01
H -0.03 -0.02 0.01
H 0.03 0.00 0.02
H -0.02 0.01 0.00
H 0.03 0.03 0.03
N 0.24 0.02 -0.34
C -0.03 -0.50 0.42
S -0.12 0.46 -0.11
N -0.33 0.46 -0.22
C 0.05 -0.04 0.14
C 0.11 -0.04 0.01
C 0.00 0.03 0.00
C -0.07 -0.05 0.03
C 0.05 0.08 0.01
C -0.11 -0.12 0.00
H -0.02 -0.08 0.43
H -0.01 -0.04 0.05
H -0.06 -0.03 -0.06
H -0.02 -0.02 0.01
H -0.03 0.00 -0.01
H -0.02 0.02 0.00
H 0.00 0.02 -0.02
H 0.09 0.04 -0.03

The calculation puts the total energy at -95507.14597 eV. The HOMO-LUMO gap (alpha / beta) comes out at 5.4 / 4.7 eV.

***

Strongest force on any atom: 3.13; 1.01 (eV/A)
Relative energy (zero: lowest compared OMol25 entry of this formula, charge and spin): 0.00; 91.77 (kcal per mole)